1.
The following is a DFT calculation (wB97M-V/def2-TZVPD) of a cluster of 3 separate species, CH10N2O2 in total.

Its SMILES is NCN.O.O. As for the frontier orbital gap: 9.66 eV. The value obtained for the energy above the lowest of the compared OMol25 structures with the same formula, charge and spin is 56.2 kJ/mol. As for the total energy: -8273.9323 eV. The largest force on an atom is 2.33 eV/Å.

```
! wB97M-V def2-TZVPD RIJCOSX def2/J DEFGRID3
* xyz 0 1
O 2.786 1.614 -2.452
O 0.614 -0.063 4.468
N -1.942 -0.616 0.148
N 0.058 -0.276 -1.298
C -1.443 -0.284 -1.139
H 0.427 0.376 -0.595
H 0.906 -0.973 4.535
H -2.115 0.088 0.832
H 3.216 1.790 -3.299
H 0.447 -1.149 -0.950
H 1.947 1.190 -2.670
H -1.843 -1.574 0.397
H -1.699 0.704 -1.496
H 0.333 0.265 5.326
H -1.693 -1.094 -1.807
*
```

Here are the natural (NBO) charges for atoms 1 to 6, given in e: -0.950, -0.948, -0.879, -0.860, -0.058, 0.344



2.
The following is a DFT calculation (wB97M-V/def2-TZVPD) of a cluster of 4 separate species, CH10N2O4 in total.

Its SMILES is NC(N)=O.O.O.O. As for the frontier orbital gap: 11.04 eV. The value obtained for the energy above the lowest of the compared OMol25 structures with the same formula, charge and spin is 22.1 kJ/mol. As for the total energy: -12370.8573 eV. The largest force on an atom is 1.46 eV/Å.

```
! wB97M-V def2-TZVPD RIJCOSX def2/J DEFGRID3
* xyz 0 1
O -0.361 -2.220 -0.077
O 0.395 0.665 -0.409
O -0.281 -1.081 2.881
O 2.061 -0.078 1.624
N -0.592 2.216 -1.785
N -1.246 0.020 -1.813
C -0.427 0.957 -1.254
H -1.952 0.307 -2.469
H 2.966 0.236 1.653
H -1.470 2.656 -1.987
H -0.534 -1.989 0.843
H 1.669 0.191 0.782
H 0.467 -1.789 -0.307
H 0.170 2.865 -1.676
H 0.204 -0.304 2.590
H 0.326 -1.807 2.709
H -1.395 -0.844 -1.305
*
```

Here are the natural (NBO) charges for atoms 1 to 6, given in e: -0.969, -0.711, -0.959, -0.993, -0.865, -0.835



3.
The following is a DFT calculation (wB97M-V/def2-TZVPD) of a cluster of 4 separate species, CH10N2O4 in total.

Its SMILES is NC(N)=O.O.O.O. As for the frontier orbital gap: 10.16 eV. The value obtained for the energy above the lowest of the compared OMol25 structures with the same formula, charge and spin is 125.6 kJ/mol. As for the total energy: -12369.7844 eV. The largest force on an atom is 8.69 eV/Å.

```
! wB97M-V def2-TZVPD RIJCOSX def2/J DEFGRID3
* xyz 0 1
O 0.909 0.751 2.693
O 0.117 -1.751 1.983
O 0.275 1.527 -0.883
O 1.618 -2.107 -0.759
N -0.702 -0.425 -1.533
N -1.866 1.693 -1.430
C -0.746 0.893 -1.173
H -0.487 -1.914 2.751
H -1.656 -0.793 -1.565
H 2.250 -1.398 -1.016
H 0.117 -1.035 -1.382
H 0.355 1.523 3.035
H -1.785 2.671 -1.387
H -2.801 1.413 -1.265
H 1.320 -2.002 0.126
H 1.204 0.954 1.912
H 0.587 -1.006 2.286
*
```

Here are the natural (NBO) charges for atoms 1 to 6, given in e: -0.945, -0.973, -0.696, -0.959, -0.838, -0.857



4.
The following is a DFT calculation (wB97M-V/def2-TZVPD) of a cluster of 3 separate species, CH10N3O2 in total.

As for the frontier orbital gap: 10.72 eV. The value obtained for the energy above the lowest of the compared OMol25 structures with the same formula, charge and spin is 232.9 kJ/mol. As for the total energy: -9757.8044 eV. The largest force on an atom is 3.71 eV/Å.

```
! wB97M-V def2-TZVPD RIJCOSX def2/J DEFGRID3
* xyz 1 1
O -0.929 2.502 0.606
O -1.829 0.614 -1.938
N 0.361 -0.140 -0.530
N 1.108 -2.180 0.134
N 1.080 -0.552 1.776
C 0.840 -0.896 0.505
H -2.068 0.441 -2.858
H 0.532 0.158 2.289
H -0.592 0.040 -1.017
H 1.574 -2.917 0.743
H -1.364 1.668 1.086
H 1.068 0.035 -1.233
H 1.263 -2.430 -0.801
H -1.434 1.480 -2.037
H 1.731 -1.151 2.272
H -1.340 3.329 1.005
*
```

Here are the natural (NBO) charges for atoms 1 to 6, given in e: -0.961, -0.926, -0.946, -0.723, -0.730, 0.726



5.
The following is a DFT calculation (wB97M-V/def2-TZVPD) of a cluster of 3 separate species, CH10N3O2 in total.

As for the frontier orbital gap: 12.05 eV. The value obtained for the energy above the lowest of the compared OMol25 structures with the same formula, charge and spin is 62.4 kJ/mol. As for the total energy: -9759.5717 eV. The largest force on an atom is 2.16 eV/Å.

```
! wB97M-V def2-TZVPD RIJCOSX def2/J DEFGRID3
* xyz 1 1
O -0.104 0.482 1.304
O 1.698 0.604 3.516
N 0.746 -0.141 -1.354
N -1.126 -0.005 -2.652
N -1.154 -1.368 -0.785
C -0.500 -0.502 -1.561
H 1.633 1.195 4.277
H -0.608 0.590 -3.270
H -2.098 -1.634 -0.988
H 0.305 0.957 2.062
H -1.945 -0.460 -3.018
H 1.155 -0.271 -0.442
H -1.022 0.650 1.570
H 2.561 0.821 3.142
H 1.288 0.432 -1.975
H -0.829 -1.351 0.175
*
```

Here are the natural (NBO) charges for atoms 1 to 6, given in e: -0.999, -0.954, -0.741, -0.760, -0.763, 0.688



6.
The following is a DFT calculation (wB97M-V/def2-TZVPD) of a cluster of 3 separate species, CH10N3O2 in total.

As for the frontier orbital gap: 12.02 eV. The value obtained for the energy above the lowest of the compared OMol25 structures with the same formula, charge and spin is 35.4 kJ/mol. As for the total energy: -9759.8512 eV. The largest force on an atom is 1.20 eV/Å.

```
! wB97M-V def2-TZVPD RIJCOSX def2/J DEFGRID3
* xyz 1 1
O -3.661 1.036 -0.323
O -1.521 0.038 1.187
N 2.128 0.009 0.932
N 0.494 -0.503 -0.587
N 2.678 -0.350 -1.282
C 1.766 -0.322 -0.305
H 3.112 0.102 1.093
H -2.061 0.832 1.053
H 0.247 -0.704 -1.539
H -4.087 0.220 -0.039
H -0.257 -0.384 0.100
H 3.658 -0.407 -1.029
H -1.964 -0.438 1.901
H 1.379 0.111 1.591
H -4.382 1.603 -0.617
H 2.471 -0.843 -2.136
*
```

Here are the natural (NBO) charges for atoms 1 to 6, given in e: -0.963, -0.982, -0.756, -0.759, -0.763, 0.671



7.
The following is a DFT calculation (wB97M-V/def2-TZVPD) of a cluster of 4 separate species, CH10O3S in total.

Its SMILES is CS.O.O.O. As for the frontier orbital gap: 9.85 eV. The value obtained for the energy above the lowest of the compared OMol25 structures with the same formula, charge and spin is 72.9 kJ/mol. As for the total energy: -18176.3632 eV. The largest force on an atom is 2.05 eV/Å.

```
! wB97M-V def2-TZVPD RIJCOSX def2/J DEFGRID3
* xyz 0 1
S 0.484 -3.266 3.670
O 1.686 -3.264 -0.521
O -0.384 6.218 -2.151
O -2.531 1.093 -5.890
C 0.655 -1.756 4.582
H 0.022 -0.949 4.192
H -0.550 5.317 -1.818
H 1.649 -1.326 4.525
H 1.622 -3.197 2.961
H 2.012 -2.526 -1.024
H -2.883 1.817 -5.335
H -3.235 0.501 -6.054
H -0.261 6.106 -3.083
H 0.339 -1.868 5.616
H 1.377 -2.902 0.330
*
```

Here are the natural (NBO) charges for atoms 1 to 6, given in e: -0.021, -0.939, -0.934, -0.938, -0.762, 0.212



8.
The following is a DFT calculation (wB97M-V/def2-TZVPD) of a cluster of 5 separate species, CH10O3S in total.

As for the frontier orbital gap: 5.76 eV. The value obtained for the energy above the lowest of the compared OMol25 structures with the same formula, charge and spin is 653.4 kJ/mol. As for the total energy: -18170.3466 eV. The largest force on an atom is 4.50 eV/Å.

```
! wB97M-V def2-TZVPD RIJCOSX def2/J DEFGRID3
* xyz 0 1
S 1.518 0.163 -0.944
O -2.280 -1.478 -0.499
O 0.829 1.252 1.518
O -1.227 -0.411 1.527
C -0.121 -0.281 -0.739
H -2.801 -2.232 -0.252
H -0.795 0.572 -0.811
H 1.629 3.122 -1.825
H -1.487 0.497 1.400
H 0.272 0.468 1.755
H 1.460 0.741 1.021
H -1.882 -1.101 0.385
H -0.262 -0.755 0.264
H -0.442 -1.024 -1.485
H 1.283 3.342 -1.216
*
```

Here are the natural (NBO) charges for atoms 1 to 6, given in e: 0.387, -1.033, -0.886, -0.908, -0.844, 0.469